[1]
C25H25BaCl3F5IN10SSi as an isolated structure in a non-equilibrium geometry. Source: OMol25; level of theory: ωB97M-V/def2-TZVPD.

Computed properties:
Total energy: -119898.5200 eV
Largest force on an atom: 2.15 eV/Å
Energy above the lowest of the compared OMol25 structures with the same formula, charge and spin: 26.3 kcal/mol
Frontier orbital gap: 7.04 eV
Highest occupied orbital energy: -7.3 eV
LUMO level: -0.295 eV

Last column: Mulliken charge in e.
Positions of all 72 atoms, in Å:
Ba: 0.2125 0.2217 -0.5289  1.948
N: 0.9142 2.3650 3.7157  0.145
C: 1.2966 1.4463 2.8256  -0.566
N: 0.3818 1.3614 1.8821  0.454
C: -0.5619 2.2757 2.2654  0.036
N: -0.2747 2.9101 3.3786  -0.741
C: -1.8185 2.4953 1.5148  -0.053
C: -2.6589 3.5564 1.8163  -0.484
N: -3.8130 3.7330 1.1793  -0.607
C: -4.1144 2.8508 0.2323  -0.326
C: -3.2665 1.8020 -0.0877  -0.575
N: -2.1149 1.6187 0.5514  0.563
H: 1.3863 2.6693 4.5493  0.201
H: 2.2004 0.8537 2.8916  0.527
H: -2.3900 4.2677 2.5880  0.485
H: -5.0474 2.9907 -0.3005  0.400
H: -3.5107 1.1022 -0.8787  0.494
N: 6.5297 4.8335 -2.3226  -0.301
C: 6.4417 4.0840 -1.2158  0.302
S: 7.5486 4.2138 0.0021  -0.386
C: 5.2545 3.1523 -1.1703  1.228
C: 4.9201 2.5039 0.0087  -0.888
C: 3.8067 1.6847 0.0357  -0.334
N: 3.0146 1.4774 -1.0216  0.518
C: 3.3605 2.0680 -2.1659  -0.961
C: 4.4596 2.9032 -2.2813  -1.034
H: 7.2873 5.4914 -2.3844  0.206
H: 5.8202 4.8434 -3.0301  0.153
H: 5.5314 2.6481 0.8904  0.369
H: 3.5474 1.1441 0.9402  0.396
H: 2.7285 1.8848 -3.0266  0.342
H: 4.6631 3.3271 -3.2546  0.290
Cl: 0.5421 2.2771 -4.5357  -0.389
Si: -0.2730 2.3020 -2.5463  0.322
Cl: -2.2427 3.0567 -3.0121  -0.399
Cl: 0.5985 4.0910 -1.7224  -0.388
C: -3.0614 -4.2860 1.8789  -1.649
C: -2.5233 -3.1819 2.8001  2.452
C: -1.4741 -3.7504 3.7677  -1.579
C: -3.6709 -2.5172 3.5680  -1.691
C: -1.8746 -2.1572 1.9508  -1.057
N: -1.3734 -1.3705 1.2816  0.046
H: -3.5302 -5.0594 2.4898  0.442
H: -2.2519 -4.7428 1.3053  0.373
H: -3.8054 -3.8916 1.1836  0.365
H: -1.9465 -4.5199 4.3817  0.435
H: -1.0839 -2.9708 4.4246  0.388
H: -0.6358 -4.1931 3.2276  0.331
H: -4.1718 -3.2713 4.1778  0.409
H: -4.4017 -2.0799 2.8860  0.389
H: -3.2972 -1.7314 4.2264  0.391
F: 2.8992 -1.0957 1.6603  -0.385
C: 2.2526 -1.4585 0.4327  0.000
F: 3.3157 -1.5151 -0.4846  -0.337
C: 1.9178 -2.9305 0.6583  0.602
F: 1.1702 -3.0815 1.7718  -0.278
F: 1.1698 -3.3798 -0.3776  -0.274
F: 2.9515 -3.7759 0.7729  -0.309
N: 2.1396 -2.0325 -3.4374  -0.086
C: 1.2234 -1.5222 -2.9417  -0.179
H: 2.9687 -2.4634 -3.7866  0.252
I: -4.3012 -0.5732 -5.6146  0.103
C: -3.4430 -1.4987 -3.9633  -0.614
C: -3.7648 -2.8016 -3.6274  -0.222
C: -3.1553 -3.3651 -2.5162  -0.925
C: -2.2596 -2.6029 -1.7881  -0.410
N: -1.9520 -1.3440 -2.1100  0.477
C: -2.5314 -0.8000 -3.1848  0.124
H: -4.4721 -3.3668 -4.2204  0.397
H: -3.3717 -4.3850 -2.2241  0.464
H: -1.7529 -3.0131 -0.9203  0.504
H: -2.2619 0.2223 -3.4306  0.103

---

[2]
C36H47BBr4CaClCsF3IKN4O18 as an isolated structure in a non-equilibrium geometry. Source: OMol25; level of theory: ωB97M-V/def2-TZVPD.

Computed properties:
Total energy: -425798.1482 eV
Largest force on an atom: 11.74 eV/Å
Frontier orbital gap: 1.19 eV
Total charge: +1
Highest occupied orbital energy: -9.3 eV
LUMO level: -8.160 eV

Last column: Mulliken charge in e.
Positions of all 118 atoms, in Å:
C: 3.2800 0.8619 -3.7567  -1.120
C: 2.6230 -0.4663 -3.0655  0.316
C: 3.7539 -1.1753 -2.1300  -0.476
Br: 3.7741 -3.1829 -2.3596  -0.072
C: 3.6818 -0.7292 -0.5981  0.650
C: 4.9483 -0.1438 0.1520  -1.209
N: 6.2806 0.0022 -0.4382  0.264
C: 6.8508 -1.2640 -0.9819  -0.727
C: 6.4206 1.1621 -1.3302  0.457
C: 6.9968 2.5236 -0.6548  -0.764
O: 6.1894 1.2076 -2.5637  -0.479
C: 4.8232 0.3212 1.6531  0.161
C: 3.5058 0.2406 2.4698  0.488
C: 3.4586 0.7723 3.9911  -0.994
I: 4.6969 2.5604 4.2827  0.175
C: 3.8992 -0.4692 4.9218  -0.090
C: 3.7488 -0.1181 6.4873  -0.995
C: 2.2699 -0.3645 1.7532  0.108
C: 2.3584 -0.8472 0.2486  0.097
C: 0.9988 -1.4599 -0.3273  -0.038
O: 0.9029 -2.4718 -1.0517  -0.397
C: -0.3478 -0.6901 0.1449  0.902
C: -1.5805 -0.4690 -0.8234  0.408
C: -1.5142 -1.0491 -2.3116  0.065
C: -2.0918 -2.5395 -2.4967  -0.790
C: -2.2034 -3.4122 -1.1566  -0.582
C: -3.7005 -3.4434 -0.5293  0.561
O: -4.4084 -4.5317 -1.2252  -0.509
C: -2.8604 0.2965 -0.2622  -0.901
C: -4.1190 0.4687 -1.2341  -0.753
C: -3.9048 1.5044 -2.4431  -0.384
C: -4.7157 1.0159 -3.7458  0.581
O: -5.3525 1.9115 -4.4634  -0.926
O: -4.8283 -0.3595 -4.1711  -0.366
C: -2.9282 0.8803 1.1910  1.021
C: -4.2483 1.6900 1.6841  -0.166
C: -5.2178 0.8446 2.6509  0.023
N: -5.8083 -0.2416 2.2130  -0.546
C: -1.6543 0.6433 2.1585  1.299
B: -1.7005 1.2459 3.6969  1.248
O: -1.8519 0.4340 4.8629  -0.538
O: -1.6209 2.7175 3.9310  -0.784
C: -0.4244 -0.1446 1.6283  -0.425
C: 0.8777 -0.4762 2.5285  -0.602
O: 0.8259 -0.8294 3.7321  -0.512
H: 4.1673 0.5870 -4.4175  0.279
H: 3.5665 1.5669 -2.8831  0.245
H: 2.4342 1.4011 -4.3361  0.299
H: 1.7228 -0.0860 -2.4793  -0.370
H: 2.3774 -1.1837 -3.9167  0.365
H: 4.7594 -0.8392 -2.5935  0.359
H: 6.9822 -1.1728 -2.1250  0.323
H: 6.1183 -2.1402 -0.7954  0.276
H: 7.8847 -1.5314 -0.5670  0.268
H: 8.0208 2.7973 -1.0991  0.327
H: 7.1911 2.3040 0.4617  0.117
H: 6.2454 3.3797 -0.6872  0.251
H: 5.7477 0.7380 2.1879  0.341
H: 2.3813 1.1078 4.1771  0.181
H: 3.1959 -1.3375 4.6783  0.246
H: 4.9534 -0.7737 4.6060  0.359
H: 3.1016 -0.9534 6.9548  0.286
H: 3.2892 0.9185 6.6325  0.283
H: 4.7990 -0.1884 6.9557  0.280
H: -0.3976 -1.0431 -2.6200  -0.390
H: -2.0401 -0.3927 -3.0975  0.198
H: -1.3702 -3.1074 -3.1981  0.434
H: -3.1121 -2.5611 -3.0301  0.222
H: -1.9947 -4.5084 -1.4663  0.436
H: -1.4360 -3.1689 -0.3481  0.148
H: -3.6103 -3.7755 0.5718  -0.206
H: -4.2307 -2.4320 -0.6121  -0.028
H: -5.0078 -5.0013 -0.5903  0.261
H: -4.3163 -0.5793 -1.6892  0.094
H: -5.0965 0.7278 -0.6728  0.437
H: -4.3609 2.5239 -2.1703  0.247
H: -2.7706 1.5679 -2.6341  0.545
H: -4.1473 -0.6023 -4.8511  0.363
H: -4.8493 2.0824 0.7750  0.393
H: -3.9011 2.6594 2.2363  -0.900
H: -5.3874 1.2635 3.7142  0.108
H: -5.4809 -0.3514 1.2317  0.287
H: -2.0758 1.0200 5.6377  0.203
H: -1.2952 3.0713 3.0480  0.270
Ca: -2.4879 3.7784 2.5758  0.899
O: 8.1754 2.3410 5.3746  -0.589
Cl: 8.6118 2.6959 4.0402  1.577
O: 10.0555 2.6678 3.9820  -0.635
O: 8.1396 4.0264 3.7175  -0.618
O: 8.0695 1.7476 3.0869  -0.591
F: -0.4106 -1.7215 -4.5589  -0.718
N: -6.3931 4.7554 1.1402  -0.480
H: -6.1975 4.0974 1.9015  0.288
H: -5.5252 5.2190 0.8562  0.340
H: -6.7873 4.2447 0.3382  0.397
H: -7.0674 5.4592 1.4612  0.402
F: -7.2248 2.8308 -3.3746  -0.854
Cs: -4.4742 2.4857 -6.2954  0.927
C: -5.2120 -3.9531 3.3518  -0.361
Br: -5.4414 -4.6327 5.1484  -0.009
Br: -3.5624 -2.9425 3.1701  0.051
Br: -5.3475 -5.3599 2.0224  -0.026
H: -6.0308 -3.2587 3.1674  0.401
C: 2.7641 -1.0480 -7.6342  -0.374
C: 1.4771 -1.7494 -7.9284  0.293
O: 0.5471 -1.0749 -7.1069  -0.174
C: 1.0266 0.1899 -6.9786  0.695
O: 0.3805 1.1194 -6.5818  -0.584
O: 2.3314 0.2774 -7.3641  -0.320
F: 1.5313 -3.0456 -7.5443  -0.291
H: 3.2724 -1.4510 -6.7536  0.231
H: 3.4543 -1.0715 -8.4789  0.312
H: 1.1587 -1.6858 -8.9734  0.246
N: -6.5863 -0.2878 5.8604  0.847
O: -5.8848 0.7562 5.9317  -0.720
O: -6.0345 -1.3849 5.7377  -0.497
O: -7.8164 -0.2082 5.9176  -0.566
K: -4.6520 1.7707 7.5409  0.987